# 1
Entry from the Open Molecules 2025 dataset: a 3-piece molecular cluster, C14H37FN3O4P2S overall (wB97M-V/def2-TZVPD).

The electronic energy comes out at -59909.51126 eV. Its largest force on an atom is 0.618 eV/A. The HOMO energy is -4.45 eV. Its LUMO energy is 0.0872 Ha.

The geometry in ORCA input format:
```
! wB97M-V def2-TZVPD RIJCOSX def2/J DEFGRID3
* xyz -1 1
S -1.582 3.663 -1.738
P -0.495 4.093 -3.295
P 0.675 6.193 -3.186
F 4.942 3.469 -3.611
O 5.039 5.156 -2.193
O 0.539 2.828 -3.608
O 2.818 5.469 -4.908
O -1.435 4.062 -4.643
N 0.695 -1.473 -2.056
N 2.970 4.338 -2.867
N -2.913 -2.349 3.752
C 0.762 -0.016 -2.073
C -2.684 -3.725 3.353
C 1.746 -3.600 -2.773
C 1.746 0.676 -1.126
C -1.596 -4.522 4.085
C 0.042 -2.063 -0.903
C 4.344 4.421 -2.813
C 0.849 -2.181 0.397
C 2.309 5.288 -3.845
C 1.924 -2.117 -2.477
C -3.406 -2.206 5.110
C -3.952 -0.816 5.397
C -0.614 -1.305 4.184
C -1.896 -1.389 3.347
H -1.678 -5.579 3.822
H 0.044 -2.158 4.019
H 0.979 -1.218 0.889
H -3.636 -4.255 3.470
H -0.303 -3.065 -1.178
H -0.922 4.165 -5.452
H 2.748 -1.999 -1.753
H 2.688 3.393 -3.116
H -0.830 -1.241 5.252
H -4.434 -0.802 6.376
H -1.698 -4.442 5.168
H 0.323 -2.839 1.096
H 1.417 0.635 -0.088
H 1.389 7.457 -3.117
H 1.813 1.730 -1.398
H -0.594 -4.194 3.812
H 2.658 -4.001 -3.218
H -2.354 -0.398 3.326
H -2.649 -2.453 5.873
H 1.007 0.284 -3.095
H 1.542 -4.177 -1.871
H -0.867 -1.485 -0.714
H 0.923 -3.753 -3.472
H -3.166 -0.060 5.409
H -4.210 -2.938 5.232
H 2.747 0.244 -1.188
H 1.838 -2.611 0.226
H -0.240 0.377 -1.887
H -2.468 -3.727 2.281
H 1.039 5.795 -1.853
H 0.356 6.389 -4.590
H -0.590 6.729 -2.745
H -0.059 -0.407 3.906
H -1.638 -1.604 2.307
H 2.249 -1.608 -3.389
H -4.688 -0.532 4.644
H 0.442 2.458 -4.491
*
```

# 2
Entry from the Open Molecules 2025 dataset: a 4-piece molecular cluster, C14H37N4O7S3 overall (wB97M-V/def2-TZVPD).

The electronic energy comes out at -67912.11049 eV. Its largest force on an atom is 7.509 eV/A. The HOMO energy is -6.02 eV. Its LUMO energy is 0.0865 Ha.

The geometry in ORCA input format:
```
! wB97M-V def2-TZVPD RIJCOSX def2/J DEFGRID3
* xyz -1 1
S 3.200 -1.524 -4.741
S 2.213 -1.609 -1.124
S 1.288 -1.742 -3.874
O -5.991 1.505 2.794
O 1.363 -2.103 0.110
O -3.263 -1.562 1.099
O -0.110 0.314 0.330
O 3.106 -2.769 -1.624
O 0.282 -1.016 -4.847
O 0.886 -3.255 -3.907
N 8.753 -1.496 -2.862
N 1.096 -0.984 -2.312
N 6.233 -1.241 -1.901
N 7.665 -3.202 -1.447
C -4.288 -3.727 1.297
C -4.383 -2.251 1.648
C -5.898 2.812 3.356
C 3.212 -0.131 -0.439
C -1.670 1.489 -1.072
C -4.415 -2.040 3.153
C 5.289 1.204 -1.633
C 7.543 -1.964 -2.091
C -6.184 3.845 2.278
C -0.876 1.511 0.225
C -1.791 1.632 1.433
C -4.514 3.005 3.955
C 6.199 0.129 -2.535
C 3.681 0.890 -1.672
H 3.390 -0.106 -4.807
H 5.508 2.263 -2.133
H -2.475 0.778 1.493
H -5.323 1.432 2.092
H -5.275 -2.545 3.604
H -3.369 -4.167 1.700
H 5.647 0.008 -3.586
H 5.510 -1.875 -2.355
H 7.238 0.650 -2.669
H -5.144 -4.283 1.693
H -6.654 2.884 4.145
H 6.766 -3.411 -0.918
H -2.350 0.630 -1.100
H -2.457 -1.936 1.493
H -4.253 -3.863 0.211
H -0.172 2.350 0.211
H -2.382 2.552 1.390
H -5.466 3.762 1.455
H -2.258 2.404 -1.190
H 5.738 1.223 -0.530
H -6.136 4.861 2.682
H 8.513 -0.922 -3.700
H -7.178 3.686 1.847
H -4.317 2.247 4.721
H -3.500 -2.420 3.622
H -5.284 -1.823 1.197
H 4.208 -0.491 0.102
H -3.737 2.892 3.192
H -4.471 -0.972 3.391
H -0.999 1.389 -1.932
H 3.278 0.542 -2.722
H 2.557 0.452 0.369
H 9.449 -1.021 -2.237
H -1.206 1.634 2.359
H -0.727 -0.437 0.343
H -4.416 3.996 4.410
H 3.120 1.916 -1.440
*
```

# 3
Entry from the Open Molecules 2025 dataset: C14H38Ag3NO15P2 as an isolated structure (wB97M-V/def2-TZVPD).

The electronic energy comes out at -77894.19390 eV. Its largest force on an atom is 3.641 eV/A. The HOMO energy is -13.10 eV. Its LUMO energy is -0.3004 Ha.

The geometry in ORCA input format:
```
! wB97M-V def2-TZVPD RIJCOSX def2/J DEFGRID3
* xyz 2 1
Ag -2.593 -1.514 3.303
Ag -1.925 2.008 1.716
Ag 1.081 2.344 3.943
P -2.210 0.854 -2.023
P 2.963 4.156 1.090
O 1.740 4.901 0.316
O -2.467 2.006 -3.072
O 3.406 3.024 0.063
O 2.663 3.792 2.468
O -0.879 -0.479 1.543
O 3.699 -1.130 -0.039
O -1.756 1.258 -0.676
O 4.658 -1.321 -2.886
O -2.795 -3.434 1.637
O -1.146 -0.072 -2.754
O 0.598 1.068 2.071
O 4.105 5.217 0.897
O -3.520 -0.044 -2.105
O -0.226 -0.261 3.573
O -4.746 -2.674 3.129
N -0.138 0.071 2.363
C -3.410 3.071 -2.843
C 2.585 -1.926 0.229
C -5.851 -1.930 3.650
C 0.237 -0.060 -2.460
C 2.464 1.996 -0.294
C 0.407 4.621 0.657
C -3.735 -4.460 1.922
C -5.025 -3.803 2.343
C 4.043 6.590 1.316
C -1.523 -3.929 1.245
C 4.901 -2.314 -1.913
C -3.552 -1.451 -2.351
C 4.883 -1.670 -0.548
C 4.320 -1.807 -4.178
H -4.005 -5.146 1.116
H 4.106 6.606 2.405
H -3.335 -5.022 2.776
H -0.113 4.069 -0.145
H 5.326 -2.442 0.096
H 0.543 0.873 -1.968
H -1.523 -4.463 0.294
H -6.434 -2.498 4.375
H 5.641 -0.886 -0.584
H -5.376 -1.059 4.096
H -0.827 -3.094 1.203
H 0.533 -0.773 -1.684
H -5.715 -4.486 2.851
H 0.266 4.011 1.557
H 0.819 -0.157 -3.371
H 1.425 2.291 -0.130
H 2.540 1.743 -1.347
H -2.898 3.945 -3.244
H 2.841 -2.787 0.861
H -3.662 -1.762 -3.386
H 5.851 -2.814 -2.109
H -5.590 -3.475 1.458
H 1.880 -1.245 0.712
H 4.649 -2.834 -4.329
H 4.090 -3.060 -1.884
H 4.601 -1.087 -4.941
H 2.704 1.169 0.371
H 3.220 -1.819 -4.229
H -6.553 -1.608 2.877
H -2.652 -1.932 -1.961
H -4.353 -1.825 -1.715
H -0.179 5.544 0.650
H 4.883 7.137 0.904
H 2.083 -2.346 -0.656
H -4.305 2.934 -3.448
H -3.671 3.235 -1.800
H -1.145 -4.631 1.997
H 3.081 6.994 1.002
*
```

# 4
Entry from the Open Molecules 2025 dataset: C14H38AgN3O7 as an isolated structure (wB97M-V/def2-TZVPD).

The electronic energy comes out at -37925.85409 eV. Its largest force on an atom is 5.114 eV/A. The calculation puts the energy above the lowest of the compared OMol25 structures with the same formula, charge and spin at 8.978 eV. The HOMO energy (spin up / spin down) is -3.62 / -3.62 eV. Its LUMO energy (spin up / spin down) is -0.0062 / -0.0384 Ha. The expectation value of S² is 0.753.

The geometry in ORCA input format:
```
! wB97M-V def2-TZVPD RIJCOSX def2/J DEFGRID3
* xyz -1 2
Ag -0.187 0.256 -0.771
O 6.998 2.404 1.315
O 0.840 6.592 -1.010
O -0.469 0.354 3.194
O 1.788 4.912 -1.884
O 0.166 -7.409 2.166
O 0.451 -0.606 -4.466
O -7.425 3.365 -0.168
N 4.631 -0.560 0.683
N -1.382 -4.772 0.029
N -5.330 1.668 -1.342
C 1.045 -8.476 1.857
C 5.770 -0.214 2.646
C -5.634 3.005 -1.724
C 8.091 3.096 1.006
C -1.130 -5.604 1.221
C -8.806 3.445 0.175
C -5.176 3.139 -3.196
C 6.545 1.243 0.585
C -0.028 -6.664 0.947
C -7.121 3.415 -1.583
C -2.541 -6.277 1.348
C 5.396 0.450 1.379
C 3.086 6.915 -1.942
C 1.763 6.080 -1.621
H 6.392 0.512 3.171
H -5.281 4.181 -3.499
H -0.910 -4.936 2.053
H 4.697 1.240 1.654
H 3.921 6.348 -1.529
H 0.935 -6.213 0.710
H -2.620 -6.958 2.196
H 6.185 1.566 -0.392
H -9.370 2.600 -0.220
H -2.746 -6.884 0.467
H -1.394 -5.316 -0.822
H 1.966 -8.169 1.361
H -5.785 0.982 -1.927
H -2.338 -4.462 0.126
H 8.315 3.851 1.760
H 7.991 3.631 0.062
H -4.993 3.601 -1.073
H 4.477 -1.316 1.333
H 3.210 7.951 -1.627
H -4.105 3.001 -3.339
H -8.998 3.384 1.247
H 3.251 6.837 -3.016
H -0.351 -7.367 0.179
H 4.931 -0.456 3.298
H -9.218 4.310 -0.344
H -5.831 1.667 -0.465
H 0.428 0.086 -5.155
H 7.258 0.454 0.342
H 9.003 2.500 1.035
H 6.460 -1.054 2.567
H 1.259 -9.064 2.750
H 5.286 -0.976 0.036
H 0.530 -9.132 1.155
H -7.244 4.374 -2.085
H 0.174 -0.094 3.778
H -3.381 -5.581 1.345
H -5.727 2.476 -3.864
H -7.712 2.668 -2.114
*
```

# 5
Entry from the Open Molecules 2025 dataset: C14H38CrO18 as an isolated structure (wB97M-V/def2-TZVPD).

The electronic energy comes out at -80406.11247 eV. Its largest force on an atom is 4.457 eV/A. The HOMO energy (spin up / spin down) is -8.58 / -8.58 eV. Its LUMO energy (spin up / spin down) is -0.0901 / -0.0896 Ha. The expectation value of S² is 6.024.

The geometry in ORCA input format:
```
! wB97M-V def2-TZVPD RIJCOSX def2/J DEFGRID3
* xyz 0 5
Cr -9.923 -17.084 12.484
O -11.593 -16.643 8.604
O -8.297 -16.008 12.122
O -4.223 -19.115 11.330
O -9.399 -11.941 10.181
O -5.034 -21.585 10.159
O -6.384 -11.770 16.153
O -5.797 -17.008 7.399
O -6.823 -13.393 13.963
O -10.636 -16.951 10.605
O -6.984 -10.378 10.748
O -9.519 -17.447 8.729
O -6.266 -15.063 11.795
O -4.977 -13.661 9.775
O -3.437 -17.687 8.935
O -1.996 -11.653 9.231
O -4.056 -17.297 13.372
O -6.670 -17.111 11.090
O -2.688 -15.096 14.404
C -10.498 -17.081 9.306
C -7.367 -11.519 11.498
C -3.107 -12.462 8.884
C -3.933 -20.359 11.889
C -3.797 -21.454 10.853
C -7.085 -16.132 11.643
C -3.866 -16.376 8.683
C -1.922 -16.227 13.916
C -5.957 -13.115 16.190
C -3.841 -12.912 10.137
C -4.714 -16.083 7.489
C -5.656 -13.615 14.773
C -8.146 -12.445 10.598
C -2.847 -17.407 14.101
H -6.753 -13.709 16.654
H -4.451 -16.440 13.575
H -7.936 -11.304 12.414
H -3.039 -21.139 10.127
H -8.305 -13.332 11.218
H -9.242 -11.102 9.735
H -2.907 -17.701 9.733
H -3.084 -13.545 10.635
H -7.583 -13.769 14.417
H -5.093 -15.066 7.377
H -7.297 -11.723 15.864
H -6.463 -11.960 11.935
H -6.725 -14.316 12.226
H -2.394 -18.338 13.760
H -7.568 -12.742 9.721
H -1.076 -16.286 14.602
H -12.079 -16.200 9.315
H -5.536 -14.702 14.791
H -2.983 -20.352 12.453
H -3.051 -17.535 15.170
H -3.766 -12.002 8.151
H -5.162 -14.235 10.535
H -4.018 -12.088 10.841
H -4.781 -13.133 14.351
H -6.318 -9.838 11.177
H -3.043 -15.644 8.711
H -1.434 -12.065 9.891
H -5.052 -13.252 16.782
H -4.743 -20.647 12.578
H -6.363 -16.769 6.662
H -4.119 -16.226 6.569
H -2.107 -14.331 14.422
H -4.358 -18.407 11.977
H -1.732 -16.062 12.854
H -3.490 -22.353 11.394
H -4.443 -16.034 9.553
H -4.975 -22.413 9.674
H -2.711 -13.376 8.427
*
```

# 6
Entry from the Open Molecules 2025 dataset: C14H39FNbO8P2 as an isolated structure (wB97M-V/def2-TZVPD).

The electronic energy comes out at -54374.99348 eV. Its largest force on an atom is 3.635 eV/A. The HOMO energy is -4.76 eV. Its LUMO energy is 0.0846 Ha.

The geometry in ORCA input format:
```
! wB97M-V def2-TZVPD RIJCOSX def2/J DEFGRID3
* xyz -1 1
Nb 2.424 2.896 -4.659
P -3.214 1.053 0.644
P 2.416 -1.057 1.261
F 0.980 0.321 -3.619
O -4.277 0.855 1.850
O -3.654 -0.161 -0.271
O -3.462 2.367 0.054
O 1.920 0.299 1.042
O -1.950 0.522 1.364
O 3.659 -1.119 2.265
O 1.602 -2.346 1.629
O 3.160 -1.583 -0.041
C -3.057 -0.318 -1.579
C -5.188 1.886 2.213
C -1.685 0.667 2.764
C -1.593 -0.717 -1.543
C 2.017 -4.420 0.440
C 0.637 1.433 -4.456
C -0.677 2.018 -3.910
C -6.527 1.699 1.531
C 4.531 -0.071 -1.349
C 3.548 -0.613 3.598
C -2.131 -0.568 3.510
C 3.250 -0.860 -1.287
C 1.071 -3.264 0.653
C 2.651 -1.457 4.480
H -0.969 0.073 -1.124
H 0.129 -3.626 1.066
H -5.308 1.819 3.298
H -4.771 2.869 1.995
H -0.605 0.795 2.850
H 0.838 -2.748 -0.277
H 2.122 -5.003 1.357
H 1.635 -5.071 -0.347
H 0.407 1.026 -5.450
H 4.561 -0.611 3.999
H -3.182 -0.788 3.323
H -3.191 0.609 -2.140
H 3.654 1.498 -4.565
H 2.385 -0.219 -1.446
H -1.554 -1.437 3.189
H 3.229 -1.620 -2.070
H 3.009 -4.073 0.158
H -1.232 -0.921 -2.551
H -0.784 3.081 -4.110
H 2.688 -1.095 5.509
H 5.400 -0.733 -1.385
H 3.200 0.424 3.561
H -7.176 2.558 1.708
H 2.596 3.092 -2.823
H 2.966 -2.501 4.459
H -3.642 -1.094 -2.071
H 1.211 4.304 -4.830
H -2.144 1.574 3.158
H -7.026 0.803 1.904
H -6.394 1.576 0.455
H -0.680 1.883 -2.827
H -1.544 1.519 -4.361
H 1.617 -1.423 4.147
H -1.456 -1.609 -0.927
H -1.988 -0.428 4.582
H 3.740 4.186 -4.794
H 4.541 0.559 -2.238
H 2.610 2.727 -6.496
H 4.655 0.564 -0.471
*
```

# 7
Entry from the Open Molecules 2025 dataset: C14H41AsN2OSi3V as an isolated structure (wB97M-V/def2-TZVPD).

The electronic energy comes out at -130366.78357 eV. Its largest force on an atom is 0.207 eV/A. The calculation puts the energy above the lowest of the compared OMol25 structures with the same formula, charge and spin at 0.014 eV. The HOMO energy (spin up / spin down) is -9.93 / -8.71 eV. Its LUMO energy (spin up / spin down) is -0.0867 / -0.0862 Ha. The expectation value of S² is 2.487.

The geometry in ORCA input format:
```
! wB97M-V def2-TZVPD RIJCOSX def2/J DEFGRID3
* xyz 1 3
As 2.854 0.109 -0.866
V 0.345 -0.467 -0.443
Si 2.686 -0.352 -3.180
Si 4.298 -1.489 0.076
Si 3.578 2.282 -0.310
O -0.542 1.428 -2.236
N -1.327 -1.952 -0.433
N -0.001 -0.695 1.745
C 3.505 -3.160 -0.242
C 3.022 2.532 1.457
C -0.827 2.455 -0.020
C 2.684 3.486 -1.421
C -0.431 1.269 -0.852
C 2.497 1.222 -4.159
C -1.936 -1.935 0.919
C 6.020 -1.447 -0.643
C 4.383 -1.155 1.917
C 1.080 -1.335 -3.237
C -1.210 2.555 -2.787
C -0.839 -1.895 1.966
C 5.432 2.433 -0.464
C 4.095 -1.387 -3.832
H 5.948 1.782 0.245
H -1.133 2.463 -3.869
H 6.653 -2.170 -0.121
H 6.480 -0.464 -0.529
H -0.697 2.224 1.040
H 1.705 1.847 -3.743
H 3.429 1.788 -4.186
H 0.887 -1.692 -4.253
H 2.491 -3.225 0.162
H -2.551 -1.037 0.995
H 6.027 -1.706 -1.703
H -1.874 2.751 -0.159
H -2.267 2.570 -2.509
H 3.113 3.526 -2.423
H 3.301 3.537 1.788
H 1.935 2.448 1.526
H 1.114 -2.217 -2.589
H 4.095 -3.948 0.234
H -0.519 0.141 2.003
H -0.218 3.344 -0.223
H 4.884 -0.207 2.125
H -1.104 -2.907 -0.701
H 3.396 -1.124 2.384
H 0.818 -0.717 2.343
H 0.223 -0.699 -2.974
H 3.473 1.817 2.148
H 3.931 -1.581 -4.896
H 5.772 2.179 -1.470
H 2.230 0.976 -5.190
H -2.581 -2.797 1.091
H 2.748 4.489 -0.991
H -2.000 -1.619 -1.116
H 4.958 -1.944 2.408
H 4.174 -2.353 -3.328
H -1.276 -1.923 2.965
H 5.051 -0.869 -3.734
H -0.201 -2.776 1.865
H 1.631 3.217 -1.509
H 5.743 3.460 -0.255
H 3.464 -3.384 -1.310
H -0.747 3.495 -2.480
*
```